Computed, not measured: a molecular structure, C27H34CeN3O7S, with ωB97M-V/def2-TZVPD.

```
73
Properties=species:S:1:pos:R:3:forces:R:3:lowdin_charge:R:1
Ce -0.474 -0.570 -0.383 0.234 0.996 1.542 1.34
C -1.312 2.814 0.437 0.050 0.019 0.007 -0.01
O -0.536 1.691 0.863 -0.119 -0.044 0.032 -0.29
C 0.406 2.063 1.864 -0.073 0.192 -0.025 -0.15
C 0.985 0.800 2.440 0.142 -0.220 0.109 -0.10
O 1.300 -0.141 1.404 -0.097 -0.114 -0.063 -0.23
C 2.610 -0.093 0.831 0.048 -0.193 0.201 -0.12
C 2.744 1.030 -0.169 -0.028 0.110 -0.082 -0.15
O 1.536 1.058 -0.920 0.121 -0.124 -0.112 -0.29
C 1.640 1.892 -2.080 -0.069 0.021 0.083 -0.03
H -1.965 3.142 1.248 0.006 0.017 -0.019 0.11
H -1.917 2.516 -0.412 0.015 -0.017 -0.002 0.09
H -0.643 3.625 0.139 -0.046 0.015 0.013 0.11
H -0.112 2.606 2.661 0.120 0.007 -0.066 0.13
H 1.155 2.725 1.420 0.028 -0.036 -0.012 0.13
H 0.257 0.299 3.080 0.048 0.059 -0.099 0.11
H 1.880 1.008 3.032 -0.018 0.029 -0.014 0.15
H 2.729 -1.057 0.336 -0.007 0.020 -0.014 0.13
H 3.364 -0.025 1.619 -0.039 0.066 0.001 0.15
H 3.595 0.824 -0.826 -0.018 0.012 0.005 0.15
H 2.906 2.009 0.292 0.001 -0.038 0.051 0.13
H 2.415 1.508 -2.745 -0.018 0.022 -0.027 0.11
H 1.877 2.913 -1.771 0.041 -0.021 -0.038 0.11
H 0.679 1.878 -2.585 0.011 -0.025 0.002 0.09
C -2.289 -6.467 -2.298 -0.037 -0.099 0.033 -0.03
C -2.071 -5.009 -2.559 0.011 0.108 -0.017 -0.24
C -1.447 -4.576 -3.729 0.036 -0.101 -0.083 0.00
C -1.193 -3.238 -3.960 -0.228 -0.222 0.309 -0.02
C -1.581 -2.305 -2.998 -0.026 -0.236 -0.571 -0.27
C -2.236 -2.695 -1.830 -0.036 -0.062 -0.253 -0.07
C -2.471 -4.050 -1.636 -0.087 0.087 0.149 -0.01
S -0.891 -0.717 -3.258 0.691 0.829 0.894 0.66
O 0.429 -0.846 -2.523 -0.519 -0.147 -0.741 -0.39
O -0.849 -0.385 -4.639 0.054 -0.071 -0.112 -0.21
N -1.547 0.322 -2.242 -0.375 -0.818 -0.696 -0.27
C -2.986 0.550 -2.289 0.032 0.215 -0.283 -0.12
C -3.476 0.592 -0.856 0.434 -0.289 0.744 -0.56
O -4.507 1.088 -0.501 -0.034 -0.022 -0.066 0.13
O -2.588 0.023 -0.013 -0.013 0.031 -0.675 -0.23
H -2.532 -7.009 -3.211 0.015 0.033 -0.023 0.09
H -3.094 -6.629 -1.582 0.008 0.016 0.008 0.08
H -1.381 -6.913 -1.885 0.009 0.011 -0.001 0.09
H -1.149 -5.306 -4.472 -0.003 -0.001 0.011 0.13
H -0.692 -2.925 -4.865 -0.007 0.086 0.010 0.13
H -2.647 -2.000 -1.094 0.139 0.015 -0.232 0.10
H -3.001 -4.359 -0.742 0.013 -0.029 -0.003 0.13
H -3.520 -0.241 -2.827 -0.067 0.026 0.047 0.14
H -3.223 1.493 -2.782 -0.042 -0.026 0.014 0.14
C -2.555 -1.819 2.292 0.221 -0.029 0.018 -0.13
N -1.399 -2.061 1.406 -0.208 -0.187 -0.109 -0.04
C -0.915 -3.258 1.384 0.136 -0.221 -0.121 -0.07
C 0.187 -3.592 0.552 -0.127 0.158 0.210 -0.32
C 0.820 -4.800 0.313 0.112 0.015 -0.156 -0.01
C 1.777 -4.546 -0.691 -0.056 -0.131 0.144 -0.06
C 1.672 -3.204 -1.011 -0.208 0.118 0.071 -0.13
N 0.714 -2.601 -0.252 0.047 0.001 -0.423 -0.09
C -2.182 -0.776 3.316 -0.057 0.097 0.038 -0.21
C -2.419 0.574 3.069 -0.139 0.088 0.096 -0.03
C -2.001 1.537 3.978 -0.106 -0.092 0.157 -0.09
C -1.341 1.164 5.142 -0.047 0.018 -0.045 -0.08
C -1.116 -0.182 5.401 0.008 0.014 0.021 -0.07
C -1.540 -1.144 4.494 0.101 -0.032 -0.014 -0.04
H -2.818 -2.766 2.772 -0.063 0.085 0.101 0.12
H -3.408 -1.481 1.705 0.079 0.034 -0.069 0.12
H -1.373 -4.063 1.961 0.037 0.092 0.140 0.15
H 0.608 -5.738 0.802 0.017 -0.007 -0.009 0.11
H 2.463 -5.252 -1.130 0.001 -0.005 0.009 0.10
H 2.213 -2.643 -1.757 0.013 -0.018 -0.014 0.12
H -2.941 0.873 2.170 -0.013 -0.074 0.000 0.11
H -2.215 2.583 3.791 -0.028 0.008 0.017 0.11
H -1.025 1.915 5.854 0.004 -0.005 0.017 0.11
H -0.620 -0.482 6.315 -0.006 -0.009 0.000 0.11
H -1.360 -2.192 4.705 -0.015 0.000 -0.012 0.12
```
Positions in Å, forces in eV/Å.

Its relative energy (zero: lowest compared OMol25 entry of this formula, charge and spin) is 0.000 eV. For the orbital gap, the calculation gives 6.20 eV. As for the total charge: +1. The HOMO energy is -10.84 eV. As for the molar mass: 684.8 g/mol. For the calculated total energy, the calculation gives -2613.37051 hartree. As for the LUMO energy: -4.63 eV.



Computed, not measured: a gas-phase ion, C3H11N2O2 (charge +1), with ωB97M-V/def2-TZVPD.

```
18
Properties=species:S:1:pos:R:3:forces:R:3:lowdin_charge:R:1
C 0.894 1.295 0.425 1.348 -2.213 2.137 0.00
C -1.077 -0.201 0.594 -1.487 -0.692 -1.729 -0.39
C 0.373 -0.109 0.152 2.540 -2.547 -0.928 -0.34
N 1.317 -1.453 0.422 -0.495 4.336 -2.782 0.13
N 0.242 -0.257 -1.353 -1.322 -3.539 -1.105 0.18
O -1.700 -1.191 -0.207 -0.449 -0.917 0.347 0.00
O -1.769 0.931 0.210 0.266 1.680 -0.250 0.04
H 1.949 1.432 0.290 0.775 -0.447 0.090 0.10
H 0.670 1.558 1.462 -0.077 0.327 -0.219 0.12
H 0.505 1.905 -0.294 -1.483 2.070 -1.487 0.06
H -1.245 -0.324 1.623 0.250 -0.844 1.581 0.16
H 2.317 -1.183 0.473 -0.875 0.286 -0.263 0.09
H 1.180 -1.908 1.255 -1.204 -1.109 2.594 0.03
H -0.174 0.484 -1.878 0.284 1.327 -0.209 0.15
H 1.074 -0.688 -1.807 -0.581 0.663 0.503 0.18
H -0.627 -1.017 -1.493 2.228 1.480 1.055 0.22
H -2.644 -0.982 -0.401 0.895 0.040 0.612 0.16
H -1.285 1.708 0.527 -0.612 0.099 0.053 0.10
```
Positions in Å, forces in eV/Å.

Its relative energy (zero: lowest compared OMol25 entry of this formula, charge and spin) is 3.067 eV. For the orbital gap, the calculation gives 11.62 eV. As for the total charge: +1. The HOMO energy is -14.76 eV. As for the molar mass: 107.1 g/mol. For the calculated total energy, the calculation gives -380.60116 hartree. As for the LUMO energy: -3.14 eV.



Computed, not measured: a molecular structure, C13H17BrGaO, with ωB97M-V/def2-TZVPD.

```
33
Properties=species:S:1:pos:R:3:forces:R:3:lowdin_charge:R:1
C -1.859 -0.821 -0.833 -0.259 0.434 0.786 -0.24
C -1.834 -1.334 0.519 -1.024 0.980 0.550 -0.18
C -1.917 -0.222 1.410 -0.865 -0.378 -0.789 -0.17
H -1.919 -2.386 0.809 0.460 0.499 -0.214 0.11
C -2.027 0.975 0.636 -0.241 -0.853 0.582 -0.15
C -2.029 0.629 -0.728 0.563 -0.466 0.013 -0.16
H -2.268 1.280 -1.568 0.442 -0.160 0.228 0.11
H -2.097 -1.415 -1.717 0.488 0.264 0.210 0.12
H -1.999 -0.291 2.501 0.369 0.058 -0.599 0.10
H -2.205 1.965 1.060 0.284 -0.298 -0.284 0.10
Ga 0.252 -0.458 -0.358 -0.763 -1.001 0.792 0.26
Br 1.470 -0.839 -2.194 0.229 0.359 -0.172 0.50
C 2.766 0.688 -4.847 -0.786 -0.558 -0.512 -0.27
C 1.662 1.479 -5.283 0.046 -1.012 -0.034 -0.22
C 0.661 0.595 -5.809 0.846 -0.261 0.383 -0.22
H 1.597 2.566 -5.239 0.001 -0.239 0.005 0.05
C 1.149 -0.743 -5.698 0.551 0.764 0.313 -0.25
C 2.451 -0.693 -5.098 -0.522 0.972 -0.351 -0.32
H 3.091 -1.548 -4.883 -0.116 0.184 -0.076 0.05
H 3.688 1.056 -4.400 -0.197 -0.044 -0.076 0.05
H -0.298 0.894 -6.235 0.231 -0.074 0.120 0.04
H 0.633 -1.649 -6.014 0.072 0.215 0.072 0.05
C 2.943 -0.102 1.555 0.202 0.510 0.117 -0.08
C 1.701 -0.565 2.291 0.017 -0.410 -0.623 -0.54
C 1.074 0.451 3.235 0.094 0.498 -0.107 -0.06
O 0.789 -1.043 1.315 -0.124 0.466 -0.058 -0.25
H 2.692 0.802 0.969 0.184 -0.324 0.049 0.08
H 3.291 -0.894 0.880 -0.158 0.269 0.098 0.08
H 3.766 0.159 2.226 -0.034 0.036 0.046 0.07
H 1.973 -1.424 2.922 -0.045 -0.137 -0.216 0.13
H 0.723 1.339 2.680 -0.006 -0.326 0.188 0.08
H 0.245 0.014 3.804 0.067 0.075 -0.319 0.07
H 1.815 0.792 3.969 -0.004 -0.041 -0.122 0.07
```
Positions in Å, forces in eV/Å.

Its relative energy (zero: lowest compared OMol25 entry of this formula, charge and spin) is 0.100 eV. For the orbital gap, the calculation gives 4.92 eV. As for the total charge: -1. The HOMO energy is -2.56 eV. As for the molar mass: 338.9 g/mol. For the calculated total energy, the calculation gives -5079.58440 hartree. As for the LUMO energy: 2.36 eV.



What is the molar mass in the third record?
338.9 g/mol



Which of these has the highest LUMO energy?
C13H17BrGaO



Look up the calculated total energy of the second one.
-380.60116 hartree